(1)
# C9H36F2NO13S2

A cluster of 10 separate species, C9H36F2NO13S2 in total at a distorted geometry (wB97M-V/def2-TZVPD, the OMol25 dataset).

The total charge is -2. The max |F| comes out at 0.121 Eh/bohr. The calculation puts the LUMO energy (spin up / spin down) at 4.41 / 4.41 eV. The HOMO energy (spin up / spin down) comes out at 1.32 / -3.14 eV. As for the spin multiplicity: 2.

Atoms and positions in Å:
1 H -2.33282 0.80925 -3.38417
2 H -0.96286 3.15683 -2.49045
3 H -1.90594 4.94859 3.08895
4 H -1.47032 -0.02642 0.50527
5 O -2.67606 -0.44711 -4.94560
6 H 1.37088 -4.51306 0.08690
7 H 3.63461 1.35146 0.95356
8 N 0.17427 -0.21176 0.95652
9 C -0.80987 -2.81384 5.42827
10 H 3.07222 -1.80593 -4.58023
11 F 0.13888 -0.75022 -1.41990
12 H 1.21668 -4.72641 -2.73320
13 O 0.69521 4.26363 -2.04343
14 H -0.64396 -3.69996 4.81559
15 O 3.97035 2.18654 0.61960
16 H -1.25450 -3.53950 0.43667
17 O 0.97395 1.42780 -1.12411
18 H 0.82071 3.39424 -1.65613
19 C 1.41347 -4.05149 -0.89963
20 H -3.38353 3.92949 4.84809
21 H -2.36818 1.60683 1.71662
22 O -3.10298 3.43583 4.07401
23 H 3.29986 2.50377 -1.12567
24 H -1.98021 -2.79847 1.84669
25 H -1.72680 -2.96927 5.99676
26 H -1.14813 3.96330 4.28130
27 O 1.67457 -3.26873 -4.12579
28 H -3.46406 0.08716 -5.06897
29 C -1.87988 3.92926 3.47415
30 H 1.46670 -1.18004 -4.23224
31 C -0.69911 4.16948 -2.18535
32 H -1.50030 3.28348 2.68232
33 H 2.49284 -1.84196 -2.94024
34 H -1.07177 4.17353 -1.16104
35 O 0.09201 -2.73467 1.93091
36 S 1.10125 0.12475 -0.49274
37 C 4.25744 2.17353 -0.72306
38 H -0.74853 0.01141 -3.98911
39 H -1.17762 4.92992 -2.80249
40 O 0.45879 2.22439 1.43939
41 O 2.33848 0.64356 1.94206
42 H 4.44175 1.18399 -1.14131
43 H 0.07086 -2.66566 6.05312
44 H 0.74369 -3.22392 -3.89548
45 H 2.18905 -3.30396 -0.73292
46 H -1.53744 1.27145 -4.81467
47 H 5.07749 2.87078 -0.89469
48 H 0.07677 -1.87487 1.50416
49 H 0.47892 -3.51946 -1.07753
50 C 2.17859 -1.96491 -3.97670
51 H -2.35702 2.08337 0.12234
52 H -3.91377 1.50793 0.88357
53 F 0.41315 0.43299 3.15721
54 H -1.19966 -4.32426 2.03239
55 O -1.04779 -1.68905 4.61266
56 O -2.39757 0.13820 0.31900
57 O 2.36049 -0.57993 -0.72930
58 C -1.74662 0.39339 -4.20364
59 O 1.53170 -5.09327 -1.90388
60 C -2.84126 1.35118 0.76849
61 C -1.11939 -3.37348 1.50544
62 S 0.92538 0.86013 1.67568
63 H -0.68280 -1.82980 3.73598

Cartesian forces, eV/Å:
H 0.80 -0.39 0.75
H -0.20 -0.02 -0.71
H -0.64 0.14 -0.16
H 0.83 0.27 0.55
O 1.00 -0.39 0.10
H -0.37 -0.38 -0.13
H -0.62 -0.28 0.04
N -2.86 -4.33 -3.46
C -0.26 0.21 -0.91
H -0.07 -0.36 -0.30
F -0.95 -0.71 -0.48
H 0.49 0.11 0.03
O -0.01 0.34 -0.84
H 0.07 -0.22 0.01
O 1.34 0.33 1.92
H 0.47 0.08 -0.15
O -1.28 0.52 -2.00
H 1.25 -0.55 0.45
C -0.75 -0.40 0.35
H 0.51 0.27 -0.15
H -0.28 -0.16 0.56
O -0.10 -0.15 -1.15
H 0.34 0.33 -1.31
H -0.19 0.25 -0.09
H 0.18 -0.13 0.44
H 0.44 -0.18 -0.18
O -0.57 -0.60 -0.82
H 0.06 -0.03 0.06
C 0.24 0.18 1.38
H -0.15 -0.08 0.01
C -0.50 -0.65 1.18
H -0.38 -0.25 0.25
H -0.12 0.43 0.11
H -0.79 0.55 0.09
O -0.94 -1.82 -0.02
S 2.77 1.97 1.98
C -1.25 0.09 -0.50
H -0.69 -0.84 0.37
H 0.35 0.08 -0.05
O -0.07 -0.84 1.32
O 0.17 0.01 0.78
H 0.33 -0.11 0.02
H -0.03 -0.02 0.32
H -0.13 0.10 -0.07
H 0.49 -0.05 -1.09
H 0.15 0.22 -0.31
H 0.07 0.02 -0.40
H 0.39 1.33 -0.33
H 0.02 0.17 0.24
C 0.81 0.78 0.91
H -0.68 0.85 -0.36
H -0.08 -0.51 -0.40
F -0.80 0.58 0.07
H 0.21 -0.23 -0.13
O -0.33 0.13 0.45
O -2.34 -2.03 -0.95
O -0.41 -1.00 -0.27
C -1.29 1.42 -0.88
O 0.38 0.36 0.83
C 1.94 1.57 0.52
C -0.06 0.21 1.07
S 3.66 3.84 1.79
H 0.45 -0.03 -0.36

(2)
# C9H36N18O9Pb

A structure of composition C9H36N18O9Pb at a distorted geometry (wB97M-V/def2-TZVPD, the OMol25 dataset).

The total charge is +2. The max |F| comes out at 0.043 Eh/bohr. The calculation puts the LUMO energy at -3.73 eV. The HOMO energy comes out at -13.84 eV. As for the relative energy (zero: lowest compared OMol25 entry of this formula, charge and spin): 0.0 kcal/mol.

Atoms and positions in Å:
1 H 8.45804 -13.00075 14.02583
2 H 9.65520 -11.01828 10.37396
3 H 13.97512 -10.93536 10.20860
4 N 8.80155 -12.45717 13.25587
5 C 10.09118 -12.01347 13.30430
6 H 9.43515 -5.10952 10.87554
7 O 10.74481 -9.77902 15.50621
8 Pb 11.20487 -8.69622 13.09009
9 H 10.11398 -3.86521 15.62272
10 H 13.26542 -6.41681 10.36751
11 C 11.32855 -9.69229 16.58676
12 H 9.72766 -9.30228 17.72615
13 H 6.65388 -8.72321 12.48040
14 H 9.28398 -10.66816 8.66218
15 N 10.68053 -9.61578 17.78717
16 O 8.70334 -8.56571 13.68362
17 N 7.61429 -9.65099 15.34089
18 H 12.57937 -6.86551 16.23633
19 O 12.92776 -8.99608 10.86966
20 H 11.71910 -12.30973 14.60666
21 N 6.56714 -9.24803 13.33377
22 N 12.37103 -8.70611 8.67822
23 O 10.69255 -6.89728 15.02215
24 O 11.32104 -6.35573 12.00359
25 H 15.81742 -7.86335 14.15074
26 H 12.32616 -5.44014 9.20464
27 N 8.83766 -6.00768 16.03259
28 O 13.09749 -10.46176 13.62178
29 H 11.60967 -4.60978 15.22421
30 H 13.13252 -10.23088 15.80753
31 H 10.39559 -4.50142 9.61188
32 H 16.05352 -7.13196 15.71619
33 H 13.29878 -12.99475 13.38730
34 H 15.73513 -11.10623 12.05743
35 H 8.27641 -12.29042 12.41969
36 N 10.77934 -12.54154 14.34779
37 C 9.52372 -9.07393 9.87107
38 H 14.92302 -9.53616 12.19056
39 N 12.45660 -5.89102 10.09310
40 H 11.18182 -9.41289 18.63480
41 N 9.18188 -8.29224 8.80026
42 C 13.93988 -11.12116 13.02165
43 N 12.66309 -9.92880 16.64596
44 H 10.43757 -13.35221 14.83630
45 H 8.48871 -5.19927 16.51455
46 H 14.96941 -12.93139 12.84552
47 C 10.05617 -5.93407 15.43907
48 H 12.01819 -7.81585 8.99183
49 H 12.45951 -9.04060 7.73899
50 O 13.43518 -7.63602 14.02580
51 N 13.58074 -10.55201 9.36493
52 C 12.89438 -9.40819 9.70519
53 N 10.31246 -5.13445 10.38833
54 N 14.96362 -10.52843 12.34163
55 H 13.88744 -10.75561 8.43368
56 N 15.47640 -7.30840 14.91385
57 O 10.55273 -11.27150 12.43738
58 N 9.60013 -10.40434 9.57843
59 C 14.10794 -7.28952 14.99549
60 O 9.63888 -8.63900 11.01045
61 H 13.20187 -9.71059 17.46435
62 H 8.76294 -8.77523 8.02137
63 H 8.42430 -6.90084 16.22784
64 N 14.11878 -12.48150 13.12710
65 N 13.58244 -6.85910 16.15402
66 H 8.92563 -7.32494 8.87853
67 C 11.35945 -5.83446 10.89726
68 C 7.69254 -9.11960 14.08341
69 H 6.71777 -9.93119 15.69282
70 H 8.49706 -9.74008 15.81258
71 N 10.65843 -4.70535 15.52978
72 H 14.15134 -6.30795 16.77150
73 H 5.70905 -9.57331 13.73741

Cartesian forces, eV/Å:
H -0.42 -0.06 -0.27
H 0.13 -0.26 -0.07
H 0.47 -0.50 -0.50
N 0.58 0.25 0.19
C -0.38 -0.73 -0.18
H 0.18 -0.08 0.34
O -0.75 0.33 0.28
Pb 0.01 0.27 0.02
H 0.08 0.02 0.07
H 0.09 0.05 0.01
C 0.77 -1.48 -0.20
H 0.01 0.10 0.25
H -0.72 -0.09 -0.15
H 0.14 -0.65 0.23
N -0.19 0.53 -0.42
O 0.13 0.10 -0.44
N -0.08 0.43 -0.54
H -0.09 0.24 -0.16
O -0.78 0.05 0.04
H 0.00 0.76 -0.37
N 0.92 0.30 -0.15
N -0.04 -0.15 1.10
O -0.19 -0.24 0.07
O -0.14 -0.10 0.18
H 0.33 0.15 0.04
H 0.86 -0.16 -0.17
N -0.12 0.15 -0.36
O -0.51 -0.86 -0.13
H -0.08 -0.12 -0.35
H -0.06 0.30 -0.20
H 0.15 -0.05 0.01
H 0.12 -0.18 -0.06
H 0.20 -0.49 0.04
H 0.12 0.44 -0.25
H -0.25 -0.02 0.11
N 0.40 -0.59 0.52
C -1.19 -0.27 0.10
H 0.07 0.04 -0.06
N -1.04 0.38 -0.27
H -0.03 -0.03 0.02
N 0.05 -0.31 -0.63
C 2.14 0.06 0.55
N 0.08 0.27 0.38
H -0.28 0.13 -0.11
H -0.13 -0.11 0.09
H -0.21 -0.21 -0.14
C 0.98 0.31 0.95
H -0.21 0.12 -0.78
H -0.28 0.35 -0.18
O 0.05 -0.27 0.11
N -1.02 0.64 1.06
C 1.76 -0.32 -0.87
N -0.50 0.17 -0.46
N -0.37 -0.33 0.02
H 0.10 -0.20 0.06
N -0.55 0.06 0.05
O 0.04 0.18 0.09
N 0.15 0.95 -0.09
C 0.50 -0.04 -0.85
O 0.52 0.38 -0.18
H 0.06 -0.12 -0.01
H 0.09 0.25 -0.10
H -0.01 -0.07 -0.28
N -1.11 0.85 0.21
N -0.04 0.20 0.53
H 0.09 0.00 0.52
C 0.33 -0.03 0.49
C -0.44 -0.45 0.93
H 0.29 -0.30 0.38
H 0.01 -0.21 0.22
N -0.45 0.15 -0.11
H -0.18 -0.04 0.20
H -0.19 0.14 -0.35